Run a
Molecular formula: C26H23Br2IrN5O5S2
Method: DFT, ωB97M-V/def2-TZVPD

HOMO-LUMO gap: 5.30 eV
M: 901.7 g mol⁻¹
HOMO: -0.10519 Ha
Lowest unoccupied orbital energy: 2.440 eV
Total charge: -1

Geometry (Å):
Ir  1.358  0.415  -0.156
O  -3.210  -2.831  -0.919
S  -1.974  -3.479  -1.264
O  -1.750  -4.789  -0.712
N  -0.641  -2.481  -0.809
C  0.158  -2.106  -1.944
S  1.585  -1.120  -1.981
C  -0.435  -2.577  -3.115
C  -0.015  -2.378  -4.463
C  -0.758  -2.901  -5.490
C  -1.936  -3.648  -5.274
C  -2.355  -3.876  -3.978
C  -1.604  -3.356  -2.936
H  0.889  -1.816  -4.651
H  -0.423  -2.742  -6.509
H  -2.501  -4.035  -6.110
H  -3.250  -4.450  -3.771
N  3.554  -2.134  0.101
C  3.565  -1.357  1.198
C  4.341  -1.750  2.312
C  4.456  -0.924  3.393
C  3.822  0.316  3.370
C  3.075  0.639  2.267
N  2.906  -0.174  1.205
H  3.792  -3.102  0.224
H  2.860  -1.936  -0.631
H  4.843  -2.708  2.278
H  5.055  -1.223  4.245
H  3.897  1.011  4.193
H  2.569  1.587  2.204
C  -1.363  -2.515  1.558
C  -0.373  -2.189  0.482
O  0.697  -1.611  0.763
H  -0.809  -2.869  2.427
H  -2.111  -3.245  1.267
H  -1.853  -1.577  1.824
Br  3.067  1.890  -1.207
N  0.383  3.542  -0.646
C  -0.256  2.696  -1.500
C  -1.014  3.238  -2.554
C  -1.802  2.419  -3.318
C  -1.875  1.065  -3.006
C  -1.084  0.596  -1.988
N  -0.236  1.365  -1.276
H  0.791  4.367  -1.049
H  0.934  3.099  0.075
H  -0.974  4.306  -2.719
H  -2.391  2.829  -4.130
H  -2.515  0.384  -3.547
H  -1.118  -0.441  -1.713
Br  0.001  0.700  4.787
C  -0.856  2.285  4.190
C  -1.209  3.248  5.123
C  -1.827  4.412  4.693
C  -2.111  4.591  3.346
C  -1.763  3.613  2.429
C  -1.116  2.451  2.839
C  -0.631  1.468  1.793
O  -1.389  0.631  1.332
O  0.599  1.680  1.480
H  -1.002  3.084  6.171
H  -2.079  5.181  5.412
H  -2.600  5.496  3.009
H  -1.983  3.737  1.376

Atomic partial charges in e from the Mulliken method, atoms 1 to 8: number 1, Ir, carries 1.867; number 2, O, carries -0.636; number 3, S, carries 0.791; number 4, O, carries -0.656; number 5, N, carries 0.134; number 6, C, carries -0.067; number 7, S, carries -0.674; number 8, C, carries 0.971

Run b
Molecular formula: C26H23Br2IrN5O5S2
Method: DFT, ωB97M-V/def2-TZVPD

HOMO-LUMO gap: 7.36 eV
M: 901.7 g mol⁻¹
HOMO: -0.18550 Ha
Lowest unoccupied orbital energy: 2.314 eV
Total charge: -1

Geometry (Å):
Ir  0.026  0.125  0.672
O  5.098  -2.738  -0.287
S  3.995  -3.305  0.441
O  3.524  -4.601  0.040
N  2.753  -2.239  0.524
C  2.566  -1.806  1.739
S  1.438  -0.666  2.286
C  3.494  -2.403  2.769
C  3.554  -2.181  4.134
C  4.508  -2.873  4.870
C  5.382  -3.765  4.254
C  5.320  -3.985  2.885
C  4.364  -3.288  2.173
H  2.872  -1.487  4.608
H  4.572  -2.718  5.940
H  6.115  -4.294  4.851
H  5.992  -4.676  2.392
N  2.853  1.677  0.586
C  2.751  0.796  -0.428
C  3.855  0.592  -1.282
C  3.738  -0.203  -2.385
C  2.497  -0.770  -2.677
C  1.478  -0.576  -1.788
N  1.593  0.131  -0.642
H  3.766  2.009  0.830
H  2.093  1.835  1.248
H  4.787  1.083  -1.033
H  4.595  -0.379  -3.024
H  2.327  -1.372  -3.558
H  0.505  -0.996  -1.968
C  -0.324  -2.812  -0.600
C  -0.606  -1.755  0.437
O  -1.365  -1.978  1.350
H  -0.794  -3.736  -0.269
H  0.749  -2.960  -0.719
H  -0.768  -2.507  -1.549
Br  0.054  2.341  2.310
N  -1.169  0.674  -2.931
C  -0.778  1.954  -2.611
C  -0.823  2.967  -3.586
C  -0.414  4.236  -3.249
C  0.038  4.482  -1.955
C  0.054  3.422  -1.068
N  -0.332  2.180  -1.373
H  -1.756  0.610  -3.747
H  -1.530  0.107  -2.163
H  -1.187  2.737  -4.581
H  -0.448  5.032  -3.984
H  0.359  5.464  -1.638
H  0.377  3.560  -0.041
Br  -4.050  2.865  -1.101
C  -4.981  1.577  -0.063
C  -6.284  1.852  0.322
C  -6.989  0.913  1.061
C  -6.395  -0.296  1.395
C  -5.096  -0.563  0.991
C  -4.369  0.376  0.265
C  -2.952  0.049  -0.143
O  -2.785  -0.774  -1.050
O  -2.066  0.673  0.520
H  -6.737  2.794  0.045
H  -8.005  1.129  1.370
H  -6.943  -1.032  1.970
H  -4.618  -1.503  1.241

Atomic partial charges in e from the Mulliken method, atoms 1 to 8: number 1, Ir, carries 1.740; number 2, O, carries -0.674; number 3, S, carries 1.132; number 4, O, carries -0.696; number 5, N, carries -0.224; number 6, C, carries 1.164; number 7, S, carries -0.610; number 8, C, carries 0.109

Relative energy of each structure, in eV: run a 0.269; run b 0.000.